Computed, not measured: C2H5PS as an isolated structure at a distorted geometry, with the ωB97M-V functional and the def2-TZVPD basis.

Last column: Mulliken charge in e.
CARTESIAN COORDINATES (ANGSTROEM)
H 2.51978 -0.56864 0.73424  0.027
C 0.12541 0.23097 0.85623  -0.274
H 2.06852 0.10007 -0.85390  0.038
P 1.38955 -0.76535 -0.05790  -0.084
H -2.27820 -0.12656 0.09960  0.339
H -0.50186 -0.27267 1.56163  0.384
H -1.10409 0.16913 -1.38305  0.333
S -0.53926 1.74326 0.31782  -0.082
C -1.47888 0.42292 -0.38429  -0.682

For the HOMO-LUMO gap, the calculation gives 8.945 eV. The relative energy (zero: lowest compared OMol25 entry of this formula, charge and spin) is 218.0 kJ/mol. For the max |F|, the calculation gives 0.0693 hartree/bohr. Its multiplicity is 1. The HOMO energy is -8.362 eV. The charge is 0.